# 1
Molecular formula: C5H6N4O2S
Method: DFT, ωB97M-V with the def2-TZVPD basis set

## Properties
- net charge = 0
- orbital gap (eV) = 8.95
- largest force on an atom (eV/Å) = 3.66
- SMILES string = [H]/N=C(/N)Sc1c[nH]c(=O)[nH]c1=O

Last column: natural (NBO) charge in e.
Positions of all 18 atoms, in Å:
O (2.64102, 1.55606, -0.49627)  -0.59
O (-1.28115, 3.73773, -0.55155)  -0.61
N (-0.02630, -3.55346, -0.08434)  -0.68
S (1.54063, -1.31505, 0.01096)  0.31
C (1.41279, 1.52995, -0.42665)  0.62
C (-0.67220, 2.67452, -0.58165)  0.77
C (0.29305, -2.45265, 0.49772)  0.24
C (0.70027, 0.23947, -0.25971)  -0.33
C (-0.68455, 0.28048, -0.28028)  0.05
N (-0.53241, -2.29086, 1.56871)  -0.83
N (0.72416, 2.68885, -0.66497)  -0.61
N (-1.35380, 1.49405, -0.43155)  -0.60
H (0.62256, -3.80850, -0.81535)  0.34
H (-1.25701, -0.63110, -0.09850)  0.24
H (-1.07732, -3.15682, 1.68912)  0.41
H (0.01199, -2.05816, 2.36270)  0.38
H (1.24034, 3.54296, -0.67497)  0.45
H (-2.30210, 1.52252, -0.76341)  0.44

# 2
Molecular formula: C5H6N4O3
Method: DFT, ωB97M-V with the def2-TZVPD basis set

## Properties
- net charge = 0
- orbital gap (eV) = 9.24
- largest force on an atom (eV/Å) = 1.22
- SMILES string = [H]/N=c1\nn[nH]o1.C=C(C=O)C=O

Last column: natural (NBO) charge in e.
Positions of all 18 atoms, in Å:
C (1.10858, -0.34253, -0.22475)  -0.20
C (2.38733, -0.02598, -0.03028)  -0.29
C (2.86924, 1.36861, -0.24874)  0.41
C (3.36698, -1.04875, 0.40688)  0.41
C (-3.40700, 0.27629, 0.58757)  0.57
H (0.75163, -1.35547, -0.06249)  0.20
H (0.40041, 0.42869, -0.54648)  0.23
H (3.94311, 1.53592, -0.06656)  0.14
H (2.94899, -2.07560, 0.55442)  0.11
H (-3.66358, 0.99885, 2.28440)  0.37
H (-2.86068, -0.91613, -2.21932)  0.43
N (-4.19670, 0.72435, 1.46122)  -0.68
N (-2.00461, 0.09983, 0.57672)  -0.30
N (-1.68007, -0.39497, -0.54718)  0.04
N (-2.75167, -0.55718, -1.27613)  -0.11
O (2.13385, 2.26544, -0.60913)  -0.51
O (4.54146, -0.82101, 0.59594)  -0.52
O (-3.88726, -0.16036, -0.63609)  -0.29

# 3
Molecular formula: C5H6N4O3S
Method: DFT, ωB97M-V with the def2-TZVPD basis set

## Properties
- net charge = 0
- orbital gap (spin up / spin down) (eV) = 7.53 / 7.54
- largest force on an atom (eV/Å) = 1.13

Last column: natural (NBO) charge in e.
Positions of all 19 atoms, in Å:
C (3.27607, 0.42058, -0.08027)  -0.22
C (2.66519, -0.79073, -0.10829)  -0.01
C (-0.87973, 0.38536, -0.18974)  0.14
C (2.45407, 1.56164, -0.13025)  -0.01
C (0.55257, 0.25748, -0.19147)  0.16
N (1.15740, 1.44200, -0.17633)  -0.35
N (1.29467, -0.93283, -0.18884)  -0.03
N (-1.78669, -0.51030, -0.12583)  -0.73
N (0.88494, -2.13448, -0.25610)  -0.47
O (-3.39749, 1.45535, -0.33271)  -0.92
O (-4.21777, -0.84521, -0.67949)  -0.93
O (-3.56131, -0.11599, 1.54920)  -0.88
S (-3.33804, 0.06613, -0.02765)  2.47
H (4.34943, 0.49934, -0.02068)  0.24
H (3.18460, -1.73551, -0.07831)  0.24
H (-1.18156, 1.43427, -0.23365)  0.23
H (2.85097, 2.56466, -0.12311)  0.20
H (-0.13388, -2.18240, -0.30315)  0.35
H (-4.17345, -0.83935, 1.69665)  0.52

# 4
Molecular formula: C5H6NO
Method: DFT, ωB97M-V with the def2-TZVPD basis set

## Properties
- net charge = +1
- orbital gap (eV) = 8.42
- largest force on an atom (eV/Å) = 2.77

Last column: natural (NBO) charge in e.
Positions of all 13 atoms, in Å:
C (2.49200, 0.87724, 0.09536)  -0.21
C (1.09858, 0.48441, 0.04295)  0.33
C (-1.38669, -0.24975, 0.69552)  -0.31
C (-1.43103, 0.08307, -0.72514)  -0.31
C (-0.11147, 0.22265, 0.01732)  -0.10
N (3.73164, 0.38379, 0.03219)  0.17
O (4.02614, -0.85643, -0.09514)  -0.38
H (2.55566, 1.95484, 0.24374)  0.26
H (-1.79560, 0.43225, 1.43054)  0.27
H (-1.33590, -1.28209, 1.01528)  0.27
H (-1.43188, -0.70058, -1.47298)  0.27
H (-1.86883, 1.01985, -1.04431)  0.27
H (3.29888, -1.51690, -0.17917)  0.48

In the order shown, the computed relative energy (zero: lowest compared OMol25 entry of this formula, charge and spin) values come out to 0.00, 200.40, 120.83, 615.26 kJ/mol.